Molecular formula: C5H15NO2
Method: DFT, ωB97M-V/def2-TZVPD

SMILES string = CN(C)CCCO.O
E = -404.683398 Ha
highest occupied orbital energy = -8.744 eV
LUMO level = 0.6 eV

Last column: Mulliken charge in e.
Cartesian coordinates (Å):
O (4.275, -3.516, 3.315)  -0.64
O (0.671, -1.495, -1.715)  -0.50
N (-1.401, 1.871, -0.370)  -0.01
C (0.794, -1.255, -0.332)  -0.60
C (-1.791, 2.366, -1.745)  -1.07
C (-1.118, 0.437, -0.446)  -0.89
C (-2.482, 2.125, 0.589)  -0.99
C (0.329, 0.094, 0.111)  -0.38
H (-1.173, 0.002, -1.441)  0.58
H (-1.871, 3.455, -1.657)  0.37
H (1.790, -1.550, 0.028)  0.32
H (-0.979, 2.112, -2.401)  0.36
H (-1.742, -0.113, 0.245)  0.33
H (-2.126, 2.092, 1.623)  0.30
H (4.154, -2.851, 2.623)  0.32
H (0.127, -2.017, 0.172)  0.29
H (-3.370, 1.499, 0.604)  0.35
H (1.038, 0.829, -0.332)  0.26
H (3.652, -3.221, 3.984)  0.32
H (-2.728, 3.190, 0.401)  0.35
H (-2.718, 2.015, -2.200)  0.34
H (0.251, 0.094, 1.192)  0.27
H (1.311, -0.912, -2.143)  0.32

=====

Molecular formula: C13H27OS2Si
Method: DFT, ωB97M-V/def2-TZVPD

net charge = +1
E = -1672.380660 Ha
highest occupied orbital energy = -11.062 eV
LUMO level = -6.4 eV

Last column: Mulliken charge in e.
Cartesian coordinates (Å):
S (-3.980, -3.257, -0.088)  0.10
S (-4.627, -0.450, 0.518)  0.09
Si (2.334, 0.292, -0.716)  0.40
O (1.501, 0.318, 0.774)  -0.34
C (3.822, 1.530, -0.585)  1.83
C (-3.663, -1.819, 0.720)  -0.08
C (-6.689, -2.351, 0.026)  -0.48
C (4.502, 1.580, -1.959)  -1.72
C (0.048, 1.685, 2.091)  -1.11
C (3.312, 2.924, -0.189)  -1.65
C (4.823, 1.054, 0.482)  -1.84
C (1.213, 0.902, -2.052)  -1.12
C (-5.752, -3.538, 0.225)  -0.62
C (-0.782, -0.362, 0.934)  -0.61
C (-6.307, -1.108, 0.828)  -0.63
C (0.229, 0.511, 1.173)  0.65
C (3.084, -1.403, -0.703)  -1.16
H (5.338, 2.296, -1.919)  0.42
H (2.301, -2.161, -0.585)  0.31
H (-6.743, -2.098, -1.044)  0.31
H (1.741, 0.884, -3.017)  0.40
H (2.876, 2.924, 0.820)  0.28
H (5.241, 0.065, 0.265)  0.37
H (0.866, 1.929, -1.865)  0.33
H (-5.811, -3.941, 1.241)  0.39
H (-2.740, -1.799, 1.319)  0.51
H (4.170, 3.613, -0.182)  0.47
H (-1.022, 1.822, 2.297)  0.39
H (3.784, -1.515, 0.139)  0.31
H (4.363, 1.015, 1.479)  0.34
H (5.652, 1.775, 0.521)  0.48
H (-5.983, -4.350, -0.483)  0.38
H (2.563, 3.324, -0.882)  0.33
H (-6.386, -1.274, 1.905)  0.39
H (-6.954, -0.258, 0.559)  0.38
H (3.627, -1.603, -1.637)  0.34
H (-1.723, -0.101, 1.401)  0.00
H (4.916, 0.609, -2.261)  0.36
H (0.329, 0.255, -2.129)  0.37
H (3.827, 1.907, -2.760)  0.37
H (-7.689, -2.669, 0.356)  0.32
H (0.457, 2.596, 1.624)  0.25
H (0.593, 1.499, 3.029)  0.26
H (-0.662, -1.253, 0.329)  0.25

=====

Molecular formula: C16H26BrF3NO9P
Method: DFT, ωB97M-V/def2-TZVPD

SMILES string = O=C1OC[C@@H](F)O1.O=C1OC[C@@H](F)O1.O=C1OC[C@@H](F)O1.CNCP(Br)CCC(C)C
E = -4572.202041 Ha
highest occupied orbital energy = -8.600 eV
LUMO level = 0.5 eV

Last column: Mulliken charge in e.
Cartesian coordinates (Å):
Br (3.272, -0.072, -1.251)  -0.30
P (2.512, -1.035, 0.634)  0.14
F (-3.614, -2.663, 0.285)  -0.30
F (0.106, 3.840, 3.436)  -0.33
F (-6.735, 2.107, -5.663)  -0.29
O (-0.185, 2.407, 1.721)  -0.30
O (-4.640, -4.125, -3.750)  -0.53
O (0.168, 3.786, 0.009)  -0.34
O (-4.315, 0.457, -3.888)  -0.19
O (-5.422, 2.385, -3.852)  -0.33
O (-4.007, -3.829, -1.604)  -0.35
O (-4.310, 1.698, -2.010)  -0.48
O (-0.826, 1.795, -0.355)  -0.46
O (-3.506, -2.285, -3.123)  -0.31
N (0.015, -2.291, 0.187)  -0.13
C (-4.111, -3.472, -2.913)  0.61
C (-4.648, 1.527, -3.132)  0.60
C (0.481, 4.532, 1.184)  -0.47
C (2.669, 0.422, 1.788)  -0.62
C (0.611, 3.448, 2.241)  0.51
C (0.661, -0.996, 0.277)  -0.90
C (5.435, -1.359, 2.148)  -1.42
C (0.255, -3.206, 1.292)  -1.02
C (-0.341, 2.588, 0.375)  0.70
C (-5.473, 1.949, -5.193)  0.31
C (5.941, 0.373, 3.888)  -1.68
C (-3.180, -1.702, -1.854)  -0.27
C (5.098, 0.047, 2.657)  0.91
C (-3.134, -2.923, -0.955)  0.71
C (3.612, 0.245, 2.983)  -0.96
C (-5.084, 0.483, -5.089)  -0.45
H (-4.804, 2.566, -5.795)  0.27
H (-5.980, -0.126, -4.964)  0.30
H (-0.543, -3.948, 1.351)  0.28
H (-2.245, -1.156, -1.923)  0.17
H (4.839, -2.122, 2.655)  0.30
H (5.262, -1.473, 1.078)  0.34
H (7.006, 0.349, 3.649)  0.42
H (1.385, 5.109, 1.018)  0.30
H (-4.482, 0.113, -5.913)  0.26
H (1.625, 3.077, 2.402)  0.13
H (2.986, 1.293, 1.211)  0.55
H (0.506, -0.467, -0.662)  0.45
H (5.353, 0.766, 1.868)  0.25
H (6.486, -1.587, 2.340)  0.42
H (0.170, -0.403, 1.054)  0.36
H (5.712, 1.361, 4.293)  0.41
H (0.246, -2.725, -0.699)  0.32
H (-3.982, -1.033, -1.541)  0.17
H (-0.355, 5.186, 1.437)  0.27
H (1.658, 0.626, 2.155)  0.24
H (1.215, -3.733, 1.246)  0.34
H (-2.151, -3.382, -0.851)  0.09
H (0.235, -2.641, 2.228)  0.34
H (3.525, 1.154, 3.589)  0.30
H (5.769, -0.360, 4.681)  0.33
H (3.260, -0.574, 3.621)  0.35